Entry from the OMol25 dataset: 5 unconnected molecules or ions with the total composition C24H63N4O9 (the ωB97M-V functional and the def2-TZVPD basis).

Last columns: bonded neighbours and bond lengths (Å).
Element x y z (Å)
1 O 39.18900 30.48400 41.33400  H2 1.027, H3 0.975, H4 0.929
2 H 39.08400 29.48200 41.13500  O1 1.027
3 H 38.47200 31.10700 41.55200  O1 0.975
4 H 39.52000 30.95900 40.60700  O1 0.929
5 C 41.26900 32.37400 44.49800  O6 1.309, H14 1.193, H15 1.097, H16 1.030
6 O 41.10900 33.02400 43.37300  C5 1.309, C7 1.387
7 C 42.21800 33.48000 42.67500  O6 1.387, C8 1.545, H17 1.288, H18 1.018
8 C 41.54300 34.18700 41.47800  C7 1.545, N9 1.400, H19 1.227, H20 1.158
9 N 42.49000 34.39300 40.46700  C8 1.400, C10 1.527, H21 0.865
10 C 43.77000 35.16500 40.77800  N9 1.527, C11 1.516, H22 1.007, H23 1.067
11 C 44.72200 35.18500 39.59800  C10 1.516, O12 1.542, H24 1.020, H25 1.187
12 O 45.87400 36.08100 40.09700  C11 1.542, C13 1.354
13 C 46.94500 36.18700 39.27500  O12 1.354, H26 1.061, H27 1.088, H28 1.114
14 H 42.19500 32.96900 44.95900  C5 1.193
15 H 41.69400 31.37700 44.32800  C5 1.097
16 H 40.27800 32.40100 44.77600  C5 1.030
17 H 43.07900 32.61200 42.27100  C7 1.288
18 H 42.81700 34.14600 43.15800  C7 1.018
19 H 40.98600 35.20800 41.86800  C8 1.227
20 H 40.72600 33.52800 40.98800  C8 1.158
21 H 42.13000 34.78200 39.78400  N9 0.865
22 H 44.35500 34.63500 41.40300  C10 1.007
23 H 43.60200 36.19200 41.01400  C10 1.067
24 H 44.24900 35.42400 38.72700  C11 1.020
25 H 45.14200 34.11100 39.31500  C11 1.187
26 H 47.72100 36.78200 39.68800  C13 1.061
27 H 46.47900 36.87500 38.57200  C13 1.088
28 H 47.33600 35.23500 38.84800  C13 1.114
29 C 42.01000 31.08500 39.11000  O30 1.251, H38 1.073, H39 1.095, H40 1.103
30 O 41.13300 30.20300 39.24300  C29 1.251, C31 1.439
31 C 41.26900 29.35900 38.08500  O30 1.439, C32 1.615, H41 0.994, H42 1.090
32 C 40.20300 28.15000 38.17900  C31 1.615, N33 1.438, H43 0.949, H44 1.167
33 N 40.51700 27.04800 37.31100  C32 1.438, C34 1.471, H45 1.137
34 C 39.71500 25.85100 37.60800  N33 1.471, C35 1.562, H46 0.921, H47 1.037
35 C 40.21100 24.62100 36.78300  C34 1.562, O36 1.453, H48 1.153, H49 1.126
36 O 39.23600 23.54600 36.84500  C35 1.453, C37 1.421
37 C 39.80700 22.27000 36.58900  O36 1.421, H50 1.126, H51 1.111, H52 1.153
38 H 41.82100 31.82500 38.35700  C29 1.073
39 H 42.95200 30.56900 38.89600  C29 1.095
40 H 42.19600 31.59900 40.06800  C29 1.103
41 H 42.12600 28.85700 38.05900  C31 0.994
42 H 40.98000 30.01600 37.26500  C31 1.090
43 H 39.53300 28.77300 37.92600  C32 0.949
44 H 40.25100 27.79100 39.28800  C32 1.167
45 H 41.60700 26.72700 37.26900  N33 1.137
46 H 38.82500 26.06600 37.50600  C34 0.921
47 H 39.61400 25.61700 38.61300  C34 1.037
48 H 41.23800 24.21000 37.10700  C35 1.153
49 H 40.27000 25.13400 35.78200  C35 1.126
50 H 40.09200 22.37500 35.50500  C37 1.126
51 H 38.92000 21.60700 36.49400  C37 1.111
52 H 40.67900 22.03500 37.30500  C37 1.153
53 C 44.37100 29.55700 43.03700  O54 1.191, H62 1.077, H63 1.028, H64 1.120
54 O 43.18700 29.57100 43.16900  C53 1.191, C55 1.484
55 C 42.37400 28.66200 42.32300  O54 1.484, C56 1.460, H65 1.190, H66 1.072
56 C 41.08800 28.40100 42.96200  C55 1.460, N57 1.483, H67 1.183, H68 1.219
57 N 40.11600 27.82500 42.00100  C56 1.483, C58 1.538, H69 0.975
58 C 38.77100 27.48200 42.66300  N57 1.538, C59 1.609, H70 1.115, H71 1.219
59 C 37.81100 27.28100 41.38700  C58 1.609, O60 1.379, H72 1.170, H73 1.049
60 O 37.75900 28.38000 40.55600  C59 1.379, C61 1.437
61 C 36.60900 28.36800 39.69400  O60 1.437, H74 0.987, H75 1.165, H76 1.025
62 H 44.86200 30.38400 43.52100  C53 1.077
63 H 44.75000 29.47500 42.08500  C53 1.028
64 H 44.77000 28.65200 43.56200  C53 1.120
65 H 43.01700 27.68800 42.08900  C55 1.190
66 H 42.23100 29.16700 41.38800  C55 1.072
67 H 40.58200 29.43300 43.24100  C56 1.183
68 H 41.17700 27.47300 43.74800  C56 1.219
69 H 40.46000 27.01200 41.58600  N57 0.975
70 H 38.44100 28.31700 43.32400  C58 1.115
71 H 39.00400 26.50500 43.35300  C58 1.219
72 H 36.72600 27.17900 41.81300  C59 1.170
73 H 38.06100 26.49400 40.74000  C59 1.049
74 H 36.94100 28.88400 38.92100  C61 0.987
75 H 35.63300 28.77700 40.18100  C61 1.165
76 H 36.37100 27.45800 39.28700  C61 1.025
77 C 35.62600 31.36400 46.09000  O78 1.283, H86 1.076, H87 1.070, H88 1.163
78 O 36.43800 30.65300 45.39700  C77 1.283, C79 1.424
79 C 36.21200 30.93300 44.01900  O78 1.424, C80 1.521, H89 1.133, H90 1.091
80 C 36.88300 32.21000 43.53700  C79 1.521, N81 1.485, H91 0.989, H92 1.204
81 N 37.31700 32.20200 42.11700  C80 1.485, C82 1.410, H93 1.104
82 C 37.82900 33.48500 41.83300  N81 1.410, C83 1.597, H94 1.037, H95 0.938
83 C 37.87100 33.45400 40.23700  C82 1.597, O84 1.321, H96 1.041, H97 1.187
84 O 38.51900 32.42300 39.72600  C83 1.321, C85 1.405
85 C 38.33600 32.17200 38.35600  O84 1.405, H98 1.061, H99 1.166, H100 1.105
86 H 34.56200 31.24800 45.97900  C77 1.076
87 H 35.70000 32.40800 45.86600  C77 1.070
88 H 35.70300 31.21400 47.24100  C77 1.163
89 H 35.09600 30.99200 43.83500  C79 1.133
90 H 36.44900 30.13900 43.31000  C79 1.091
91 H 37.74600 32.37300 43.99200  C80 0.989
92 H 36.32900 33.23200 43.85000  C80 1.204
93 H 36.29200 32.20300 41.70700  N81 1.104
94 H 38.80500 33.31700 42.14200  C82 1.037
95 H 37.37600 34.27000 42.07300  C82 0.938
96 H 38.47100 34.04800 39.62800  C83 1.041
97 H 36.76900 33.51500 39.80100  C83 1.187
98 H 38.96000 31.34500 38.12600  C85 1.061
99 H 38.69500 33.02900 37.65200  C85 1.166
100 H 37.36100 31.96300 37.88000  C85 1.105

Output
**ΔE to the lowest compared entry with this formula, charge and spin**: 1594.47 kJ/mol
**Largest force on an atom**: 15.5 eV/A
**Orbital gap**: 0.3379 Ha
**LUMO energy**: -1.9 eV
**M**: 551.79 g mol⁻¹
**Total charge**: +1